{"formula": "C17H35N2P2SSiSr", "method": "ωB97M-V/def2-TZVPD", "elements": ["Sr", "S", "P", "P", "Si", "N", "N", "C", "C", "C", "C", "C", "C", "C", "C", "C", "C", "C", "C", "C", "C", "C", "C", "C", "H", "H", "H", "H", "H", "H", "H", "H", "H", "H", "H", "H", "H", "H", "H", "H", "H", "H", "H", "H", "H", "H", "H", "H", "H", "H", "H", "H", "H", "H", "H", "H", "H", "H", "H"], "coordinates": [[-1.1077, -0.9810, -0.2599], [-3.0451, -1.4559, -2.5161], [-0.8792, 1.9015, 0.9636], [-1.1188, -0.6961, 2.9378], [2.0714, -1.4598, -1.0741], [-2.4328, 0.8103, -3.7721], [-1.5598, -1.0919, -4.6850], [2.5360, -2.6123, -2.4782], [-0.2542, 3.3602, 0.0566], [-1.2601, -2.5146, -4.7610], [1.0619, -0.0527, -1.9524], [1.0532, -2.2518, 0.2164], [-3.3022, 1.5771, -2.8931], [1.6834, 2.1837, 2.0682], [3.5744, -0.5452, -0.4261], [-1.9964, -0.0342, 4.4042], [-2.2950, -0.5224, -3.7265], [0.4183, 0.2974, 2.8984], [-2.1659, 2.7017, 1.9912], [2.7855, 1.7820, 2.8084], [1.5398, -0.0895, 3.6288], [2.7154, 0.6426, 3.5843], [0.4914, 1.4586, 2.0968], [-0.6077, -2.3225, 3.5874], [-1.4965, -2.9527, 3.6405], [1.7078, 0.4339, -2.6868], [3.2694, -3.3463, -2.1391], [0.7463, 0.7529, -1.2686], [3.5769, 0.3193, 4.1535], [0.1065, -2.7897, 2.9104], [1.6629, -3.1716, -2.8262], [-0.6637, -2.8307, -3.9053], [0.1815, -0.3844, -2.5286], [0.6057, 3.0982, -0.5597], [-0.1854, -2.2508, 4.5901], [-2.9009, 1.6217, -1.8797], [3.7013, 2.3569, 2.7676], [-1.1746, -0.5025, -5.4061], [0.0139, 4.1850, 0.7176], [3.2912, 0.1612, 0.3598], [-2.7845, 1.9636, 2.4962], [-2.8121, 3.2755, 1.3248], [-2.0144, 1.3044, -4.5444], [4.0881, 0.0116, -1.2135], [1.0098, -3.3368, 0.0784], [1.4778, -2.0495, 1.2054], [-2.1759, -3.1011, -4.7854], [-2.9327, -0.5753, 4.5415], [-1.0518, 3.6970, -0.6070], [-3.3683, 2.5871, -3.2905], [-2.2160, 1.0252, 4.2970], [-4.2961, 1.1375, -2.8519], [2.9617, -2.0849, -3.3349], [4.2873, -1.2484, 0.0092], [-1.7283, 3.3791, 2.7250], [1.5045, -0.9831, 4.2370], [1.7700, 3.0727, 1.4604], [-1.3727, -0.1724, 5.2884], [-0.6948, -2.6877, -5.6725]], "orbital_gap_ev": 7.50, "homo_energy_ev": -9.816, "total_charge": 1}

{"formula": "C17H36AsAuN4SSi3", "method": "ωB97M-V/def2-TZVPD", "elements": ["Au", "As", "S", "Si", "Si", "Si", "N", "N", "N", "N", "C", "C", "C", "C", "C", "C", "C", "C", "C", "C", "C", "C", "C", "C", "C", "C", "C", "H", "H", "H", "H", "H", "H", "H", "H", "H", "H", "H", "H", "H", "H", "H", "H", "H", "H", "H", "H", "H", "H", "H", "H", "H", "H", "H", "H", "H", "H", "H", "H", "H", "H", "H", "H"], "coordinates": [[0.1772, -0.4053, -0.1176], [-0.0724, -2.9278, -0.0068], [2.5921, 0.3005, -0.1832], [-1.1521, -3.5896, 2.1230], [-1.1591, -3.5814, -2.1225], [2.2946, -3.7782, -0.0007], [1.1266, 2.5429, 0.1435], [0.0136, 1.8923, 0.0458], [-2.0623, 0.2185, -0.0325], [3.3797, 2.7683, 0.1318], [-0.3893, -2.4173, -3.4182], [-1.1552, 2.4301, -0.0281], [-0.3884, -2.4265, 3.4249], [2.2436, -5.6797, 0.0081], [2.3078, 1.9906, 0.0348], [-4.6660, 1.0923, 0.0356], [3.0457, -3.0735, -1.6005], [-2.3054, 1.5344, -0.0133], [-3.0529, -0.6502, -0.0021], [-0.7364, -5.4294, -2.3057], [-4.3836, -0.2665, 0.0286], [-1.3553, 3.9041, -0.1377], [-3.0541, -3.3506, -2.1205], [-0.7415, -5.4386, 2.3146], [-3.6237, 2.0023, 0.0194], [3.0445, -3.0348, 1.5804], [-3.0465, -3.3394, 2.1083], [-0.6130, -1.3856, 3.1960], [-1.9007, 4.2824, 0.7268], [-1.9260, 4.1461, -1.0338], [-5.1672, -1.0072, 0.0362], [-3.5249, -3.7292, 1.2140], [-5.6900, 1.4359, 0.0521], [0.3025, -5.5831, -2.5822], [0.6907, -2.5272, 3.4951], [-0.9414, -5.9857, 1.3953], [-3.3210, -2.2940, 2.2236], [-0.9342, -5.9727, -1.3835], [-0.7893, -2.6250, -4.4074], [0.2962, -5.5984, 2.5919], [2.9775, -1.9488, 1.5797], [-0.7980, -2.6392, 4.4093], [1.7514, -6.0820, 0.8878], [3.2926, 3.7609, 0.2900], [-3.8308, 3.0589, 0.0324], [-3.4732, -3.9023, -2.9585], [-1.3523, -5.8839, 3.0949], [-2.7480, -1.6906, -0.0161], [-0.3925, 4.4044, -0.1843], [2.9960, -1.9868, -1.6207], [-3.3393, -2.3101, -2.2526], [4.0979, -3.2931, 1.6506], [3.2616, -6.0604, 0.0080], [0.6908, -2.5176, -3.4781], [-3.5311, -3.7318, -1.2217], [-1.3452, -5.8803, -3.0844], [4.0949, -3.3502, -1.6683], [2.5631, -3.4099, 2.4797], [-3.4743, -3.8737, 2.9533], [1.7500, -6.0868, -0.8689], [4.3036, 2.3753, 0.0541], [2.5566, -3.4586, -2.4915], [-0.6153, -1.3770, -3.1867]], "orbital_gap_ev": 5.41, "homo_energy_ev": -14.169, "total_charge": 2}

{"formula": "C17H36ClINO5", "method": "ωB97M-V/def2-TZVPD", "elements": ["I", "Cl", "O", "O", "O", "O", "O", "N", "C", "C", "C", "C", "C", "C", "C", "C", "C", "C", "C", "C", "C", "C", "C", "C", "C", "H", "H", "H", "H", "H", "H", "H", "H", "H", "H", "H", "H", "H", "H", "H", "H", "H", "H", "H", "H", "H", "H", "H", "H", "H", "H", "H", "H", "H", "H", "H", "H", "H", "H", "H", "H"], "coordinates": [[-0.8999, -4.8635, -1.4910], [0.6388, -3.0937, -3.6317], [-3.3755, 1.1862, -2.4455], [3.6884, -1.0073, -0.2511], [-0.5075, 2.5323, 2.0543], [-4.0456, 0.3265, 0.3288], [0.1213, 3.9400, 4.5836], [2.7315, -1.7893, -0.5639], [0.3453, -2.1749, -1.0456], [-2.9182, -0.1209, -2.7271], [-0.0176, 3.6675, 1.3651], [-1.1033, 4.6373, 4.4587], [0.6717, -3.4069, -1.8701], [1.0625, -0.2042, 0.2549], [-0.0051, 2.5360, 4.4509], [1.9904, -4.0160, -1.4159], [1.6356, -0.2376, -2.1601], [-4.6301, 1.4195, -0.3564], [-4.6651, 1.2324, -1.8603], [3.8930, -2.7295, -2.5488], [1.4480, -1.1111, -0.9154], [4.1678, -3.7234, -0.2891], [-2.6943, 0.5379, 0.7072], [3.1728, -3.0454, -1.2347], [0.3626, 2.0539, 3.0655], [-2.6217, 1.2106, 1.5656], [-2.1046, 0.9541, -0.1130], [-4.1047, 2.3496, -0.1114], [0.7812, 3.3864, 0.6696], [-3.4375, -0.5421, -3.5948], [1.7948, -4.5064, -0.4593], [-5.2275, 0.3251, -2.1067], [0.3079, 0.9606, 3.0459], [5.1366, -3.2296, -0.3329], [2.2992, -4.7952, -2.1150], [0.3615, 4.4254, 2.0544], [-5.6602, 1.5132, 0.0000], [-0.8479, 4.0834, 0.7964], [-3.0505, -0.7915, -1.8735], [-0.5724, -1.6991, -1.3891], [1.3959, 2.3419, 2.8412], [2.4579, 0.4567, -1.9834], [-2.2846, -0.4346, 0.9814], [-5.1891, 2.0837, -2.3044], [4.3831, -3.6415, -2.8982], [3.8090, -3.6709, 0.7397], [0.5167, -0.7560, 1.0222], [-1.8579, -0.0435, -2.9650], [-1.6729, 4.3006, 3.5887], [1.8246, -0.8066, -3.0634], [4.6603, -1.9783, -2.3646], [0.6758, 2.0723, 5.1701], [0.4327, 0.6147, -0.0956], [4.2782, -4.7742, -0.5631], [-0.8638, 5.6927, 4.3412], [1.9574, 0.2250, 0.7024], [0.1453, -2.5559, -0.0403], [-1.0249, 2.2192, 4.6976], [3.2291, -2.3903, -3.3381], [-1.7186, 4.5127, 5.3564], [0.7243, 0.3420, -2.3231]], "orbital_gap_ev": [8.51, 9.33], "homo_energy_ev": [-8.401, -9.230], "multiplicity": 2}

{"formula": "C17H36N4O8P", "method": "ωB97M-V/def2-TZVPD", "elements": ["P", "O", "O", "O", "O", "O", "O", "O", "O", "N", "N", "N", "N", "C", "C", "C", "C", "C", "C", "C", "C", "C", "C", "C", "C", "C", "C", "C", "C", "C", "H", "H", "H", "H", "H", "H", "H", "H", "H", "H", "H", "H", "H", "H", "H", "H", "H", "H", "H", "H", "H", "H", "H", "H", "H", "H", "H", "H", "H", "H", "H", "H", "H", "H", "H", "H"], "coordinates": [[2.2760, -4.0833, -1.1198], [2.6021, -4.5635, 0.2697], [2.3785, 3.0052, -3.2501], [-1.4416, 1.2936, -0.7303], [5.7053, -2.0213, -2.3748], [0.2830, 2.1588, 2.9205], [-1.9086, -2.7041, 2.1424], [-1.5878, -0.9002, -0.5913], [4.9411, -3.9586, -3.1143], [-3.7363, -4.0319, 1.8339], [2.5269, -2.4205, -1.4342], [-1.2548, 3.8376, 2.7330], [1.4327, 4.4417, -1.7541], [2.3258, 4.0914, -2.7097], [0.5116, -1.6112, 0.6646], [3.3006, -2.1433, -2.6752], [-0.4327, 2.8712, 2.2462], [-0.5472, -1.9003, -0.4754], [1.4246, 5.7577, -1.1521], [-1.3023, 4.0618, 4.1652], [2.9580, -1.6261, -0.2650], [-5.1474, -4.1232, 1.5244], [-1.1769, 0.2330, -1.2527], [-0.4573, 0.2535, -2.6312], [-2.9903, -5.2505, 2.0933], [0.4524, 3.4607, -1.3222], [1.7275, -0.7241, 0.1856], [-3.0860, -2.8419, 1.8895], [4.7286, -2.7921, -2.7269], [-2.0836, 4.6485, 1.8662], [-1.0671, -2.8510, -0.1827], [0.4567, 6.2319, -1.3362], [-0.3056, 4.3288, 4.5225], [-0.0001, -1.1850, 1.5571], [2.6650, -2.3847, -3.5749], [-2.0022, 4.8627, 4.4005], [-2.5622, -5.2050, 3.0965], [1.5829, 5.6617, -0.0749], [-1.9434, 4.3670, 0.8231], [-0.4725, 2.7812, 1.1515], [0.1523, -0.6535, -2.8529], [0.9719, 2.5865, -0.9250], [-1.6154, 3.1426, 4.6644], [-1.8154, 5.7012, 1.9922], [1.4765, -0.1120, -0.7284], [-0.1465, 3.1524, -2.1787], [3.0262, 4.9040, -2.9673], [-3.7402, -1.9796, 1.6771], [2.2126, 6.3813, -1.5738], [0.2494, 1.1195, -2.6352], [-3.6430, -6.1186, 2.0126], [-5.2803, -4.7279, 0.6238], [-5.6696, -4.5967, 2.3598], [-0.0512, -2.1362, -1.4531], [-1.1683, 0.3923, -3.4806], [-5.5708, -3.1337, 1.3544], [3.4056, -2.2023, 0.5751], [3.7442, -0.8902, -0.5883], [-3.1333, 4.5068, 2.1354], [-0.1954, 3.8797, -0.5572], [0.9446, -2.6155, 0.9357], [3.4383, -1.0289, -2.7192], [0.8689, -4.3203, -1.3240], [-2.1754, -5.3360, 1.3720], [2.9448, -4.9413, -2.0484], [1.9963, 0.0003, 0.9923]], "orbital_gap_ev": 6.18, "homo_energy_ev": -4.131, "total_charge": -1}

| no. | maximum force (hartree/bohr) |
| --- | --- |
| 1 | 0.004 |
| 2 | 0.066 |
| 3 | 0.011 |
| 4 | 0.069 |